Entry 1:
The following is a DFT calculation (ωB97M-V/def2-TZVPD) of the molecule C5H8N2.

Its multiplicity is 1. As for the net charge: 0. For the HOMO-LUMO gap, the calculation gives 8.92 eV. Its SMILES is [H]/N=C/C(N)=C=CC. Its energy above the lowest of the compared OMol25 structures with the same formula, charge and spin is 2.5591 eV.

Geometry as XYZ:
```
15
Properties=species:S:1:pos:R:3:mulliken_charge:R:1
N 0.16782 2.09079 0.63151 -0.557
N -2.50769 -0.24378 -0.12019 -0.564
C -0.99373 1.65808 0.33790 -0.284
C -0.08331 -0.44744 -0.21908 0.086
C -1.18892 0.23817 -0.01580 0.054
C 2.30309 -1.25244 -0.04207 -1.026
C 1.00749 -0.93776 -0.73435 -0.020
H -3.10662 -0.03530 0.66688 0.217
H 2.57665 -2.29844 -0.19689 0.319
H -1.91262 2.25301 0.40344 0.386
H 0.13288 3.07934 0.87110 0.238
H 0.82799 -1.21971 -1.76600 0.315
H 3.13165 -0.64104 -0.42949 0.272
H 2.22390 -1.04290 1.02768 0.324
H -2.55914 -1.22458 -0.36440 0.241
```

***

Entry 2:
The following is a DFT calculation (ωB97M-V/def2-TZVPD) of the molecule C5H8N2 at a distorted geometry.

Its multiplicity is 1. As for the net charge: 0. For the HOMO-LUMO gap, the calculation gives 9.04 eV. Its SMILES is C[C@]12C=C1[C@@H]2NN. Its energy above the lowest of the compared OMol25 structures with the same formula, charge and spin is 5.9771 eV.

Geometry as XYZ:
```
15
Properties=species:S:1:pos:R:3:mulliken_charge:R:1
N 0.28806 -0.96204 -1.11222 -0.190
N 1.19868 -1.02571 -2.19193 -0.660
C -0.12324 -0.39509 1.96633 -1.285
C 0.09422 0.33492 -0.60281 0.653
C -1.27690 0.97443 -0.53864 -1.038
C -1.08855 1.54189 0.68026 -0.030
C -0.08436 0.58368 0.86458 0.046
H -0.57074 -1.44364 -1.43039 0.292
H 2.08434 -0.94823 -1.73001 0.284
H 0.90300 -0.12706 -2.74059 0.325
H 0.82845 -0.86822 1.93665 0.325
H -1.68983 2.18653 1.33797 0.388
H -0.82457 -1.18264 1.77380 0.348
H 0.74695 1.23478 -1.13363 0.206
H -0.48550 0.09642 2.92063 0.335
```

***

Entry 3:
The following is a DFT calculation (ωB97M-V/def2-TZVPD) of the molecule C5H8N2.

Its multiplicity is 1. As for the net charge: 0. For the HOMO-LUMO gap, the calculation gives 9.85 eV. Its SMILES is Cc1cnn(C)c1. Its energy above the lowest of the compared OMol25 structures with the same formula, charge and spin is 0.6114 eV.

Geometry as XYZ:
```
15
Properties=species:S:1:pos:R:3:mulliken_charge:R:1
N -0.90041 -0.95885 0.98641 -0.938
N -0.32335 -1.13497 -0.20943 0.607
C -0.77413 0.33650 1.23419 -0.394
C 0.01863 -2.47396 -0.63244 -0.736
C 0.40643 2.43009 0.20938 -1.150
C -0.08143 1.01482 0.20568 0.424
C 0.17967 0.02166 -0.71055 -0.324
H 0.66387 0.04802 -1.67874 0.358
H 0.38823 -2.44024 -1.65953 0.298
H 1.10086 2.57104 1.04550 0.256
H -0.39828 3.16267 0.32684 0.297
H 0.95159 2.66236 -0.71002 0.321
H -1.17785 0.75386 2.14926 0.438
H 0.80447 -2.87300 0.01693 0.289
H -0.85831 -3.12000 -0.57345 0.254
```

***

Entry 4:
The following is a DFT calculation (ωB97M-V/def2-TZVPD) of the molecule C5H8N2 at a distorted geometry.

Its multiplicity is 1. As for the net charge: 0. For the HOMO-LUMO gap, the calculation gives 9.61 eV. Its SMILES is CCc1c[nH]cn1. Its energy above the lowest of the compared OMol25 structures with the same formula, charge and spin is 0.2539 eV.

Geometry as XYZ:
```
15
Properties=species:S:1:pos:R:3:mulliken_charge:R:1
N -1.84206 -1.55377 -0.11430 -0.080
N -1.27191 0.57742 0.01974 -0.567
C 1.68598 1.57503 0.43640 -1.123
C -2.26204 -0.27487 0.04439 -0.251
C -0.44509 -1.51118 -0.15603 -0.540
C -0.12574 -0.19133 -0.10439 0.315
C 1.22304 0.41323 -0.41964 -0.226
H 1.28764 0.58525 -1.49518 0.284
H 1.90134 -0.44284 -0.29444 0.226
H 1.48600 2.52106 -0.06198 0.259
H -2.39503 -2.36570 0.02922 0.198
H 1.27661 1.59991 1.44471 0.348
H -3.28431 0.05159 0.16190 0.431
H 0.00522 -2.48778 -0.10094 0.375
H 2.76037 1.50397 0.61054 0.351
```

***

Entry 5:
The following is a DFT calculation (ωB97M-V/def2-TZVPD) of the molecule C5H8N2.

Its multiplicity is 1. As for the net charge: 0. For the HOMO-LUMO gap (alpha / beta), the calculation gives 7.53 / 7.33 eV. Its energy above the lowest of the compared OMol25 structures with the same formula, charge and spin is 3.2384 eV.

Geometry as XYZ:
```
15
Properties=species:S:1:pos:R:3:mulliken_charge:R:1
N 0.16460 -0.18264 0.34038 0.064
N 1.81996 1.13937 -0.47670 -0.449
C 2.19726 -0.28336 -0.56946 -0.383
C -2.27175 0.38401 0.21449 -1.014
C 0.67947 1.14814 0.05879 -0.101
C 1.27938 -0.96312 0.39029 -0.470
C -1.10428 -0.53983 0.30657 0.015
H -2.99111 -0.06579 -0.47880 0.299
H 0.10651 2.03627 0.31305 0.343
H 3.26676 -0.42145 -0.41732 0.306
H 1.15426 -2.03262 0.50638 0.300
H -2.01521 1.37125 -0.19019 0.296
H 1.94048 -0.56038 -1.61044 0.229
H -1.23576 -1.61094 0.20436 0.338
H -2.78997 0.53657 1.16964 0.229
```

***

Entry 6:
The following is a DFT calculation (ωB97M-V/def2-TZVPD) of the molecule C5H8N2.

Its multiplicity is 1. As for the net charge: 0. For the HOMO-LUMO gap, the calculation gives 10.08 eV. Its SMILES is Cc1ccn(C)n1. Its energy above the lowest of the compared OMol25 structures with the same formula, charge and spin is 0.5589 eV.

Geometry as XYZ:
```
15
Properties=species:S:1:pos:R:3:mulliken_charge:R:1
N 0.22758 0.83585 -0.07783 -0.896
N -0.67684 0.38282 0.80991 0.586
C -1.08383 -0.87888 0.51105 -0.225
C 0.37789 -0.13146 -0.96726 0.630
C -0.43159 -1.24969 -0.63905 -0.790
C -0.61644 0.97144 2.13086 -0.741
C 1.36808 0.04095 -2.07618 -0.983
H -1.44709 0.61714 2.74386 0.311
H -0.49491 -2.20011 -1.14955 0.355
H -1.81015 -1.39746 1.12400 0.390
H -0.64674 2.05863 2.04565 0.242
H 2.10283 -0.77091 -2.06336 0.268
H 1.89685 0.98523 -1.92360 0.297
H 0.32942 0.68035 2.59940 0.299
H 0.90493 0.05609 -3.06790 0.256
```

***

Entry 7:
The following is a DFT calculation (ωB97M-V/def2-TZVPD) of the molecule C5H8N2 at a distorted geometry.

Its multiplicity is 1. As for the net charge: 0. For the HOMO-LUMO gap, the calculation gives 8.87 eV. Its SMILES is C=C1C=C(N)CN1. Its energy above the lowest of the compared OMol25 structures with the same formula, charge and spin is 2.6606 eV.

Geometry as XYZ:
```
15
Properties=species:S:1:pos:R:3:mulliken_charge:R:1
N 0.57722 0.84683 1.14810 -0.483
N -2.27137 -0.21930 -0.83738 -0.497
C -0.23669 -1.12269 0.24098 -0.487
C 2.13033 -0.51172 0.01967 -0.937
C 0.96738 -0.42821 0.68223 0.403
C -1.08588 -0.14511 -0.13022 0.156
C -0.36520 1.13710 0.09288 -0.552
H -2.66020 -1.15300 -0.87080 0.248
H -0.97104 2.04226 0.28826 0.355
H -0.29093 -2.17114 -0.02298 0.388
H -2.96900 0.46589 -0.57792 0.245
H 2.33051 -1.41287 -0.53344 0.293
H 0.53612 1.01834 -0.84663 0.295
H 1.35167 1.51025 1.07952 0.325
H 2.95707 0.14336 0.26774 0.247
```

***

Entry 8:
The following is a DFT calculation (ωB97M-V/def2-TZVPD) of the molecule C5H8N2 at a distorted geometry.

Its multiplicity is 1. As for the net charge: 0. For the HOMO-LUMO gap, the calculation gives 10.90 eV. Its SMILES is C[C@@]1(CC#N)CN1. Its energy above the lowest of the compared OMol25 structures with the same formula, charge and spin is 1.3988 eV.

Geometry as XYZ:
```
15
Properties=species:S:1:pos:R:3:mulliken_charge:R:1
N -0.20799 -2.10119 2.19969 -0.432
N -0.26882 1.69155 -0.35366 -0.723
C -0.71943 -1.37861 1.45440 0.315
C -1.24747 -0.40587 0.48970 -0.801
C 0.72232 1.16149 0.58131 -0.674
C 0.60871 -0.65537 -1.25558 -1.345
C -0.07865 0.24317 -0.24698 1.176
H -0.10487 -1.09066 -1.96504 0.335
H 1.76935 1.25367 0.29504 0.307
H 0.50832 1.32619 1.63059 0.255
H 0.27205 2.17068 -1.06116 0.275
H 1.37664 -0.12149 -1.82405 0.352
H -1.95329 -0.89757 -0.18767 0.339
H 1.09375 -1.48004 -0.71517 0.326
H -1.79894 0.37595 1.02086 0.296
```

***

Entry 9:
The following is a DFT calculation (ωB97M-V/def2-TZVPD) of the molecule C5H8N2 at a distorted geometry.

Its multiplicity is 1. As for the net charge: 0. For the HOMO-LUMO gap, the calculation gives 10.82 eV. Its SMILES is C[C@@]1(CC#N)CN1. Its energy above the lowest of the compared OMol25 structures with the same formula, charge and spin is 1.3596 eV.

Geometry as XYZ:
```
15
Properties=species:S:1:pos:R:3:mulliken_charge:R:1
N 2.81297 1.54296 0.63010 -0.464
N -0.94302 -1.36595 -0.56323 -0.663
C -0.20590 -0.18510 -0.11518 0.893
C -0.94242 1.14499 -0.05408 -1.384
C 2.04688 0.91572 0.03325 0.228
C 1.25391 -0.13278 -0.62713 -0.337
C -0.57917 -1.24626 0.84922 -0.740
H -1.07446 1.57596 -1.05423 0.307
H -0.38523 1.86640 0.55253 0.381
H -1.93036 -1.15116 -0.69687 0.291
H 1.81270 -1.01800 -0.39818 0.311
H 0.17815 -1.95096 1.18288 0.260
H -1.35482 -1.02550 1.58083 0.278
H -1.93690 1.02851 0.39708 0.370
H 1.24767 0.00116 -1.71699 0.266
```

***

Entry 10:
The following is a DFT calculation (ωB97M-V/def2-TZVPD) of the molecule C5H8N2 at a distorted geometry.

Its multiplicity is 1. As for the net charge: 0. For the HOMO-LUMO gap, the calculation gives 10.80 eV. Its SMILES is C[C@H]1CN1CC#N. Its energy above the lowest of the compared OMol25 structures with the same formula, charge and spin is 1.6533 eV.

Geometry as XYZ:
```
15
Properties=species:S:1:pos:R:3:mulliken_charge:R:1
N 2.29376 -2.36087 -0.20773 -0.410
N 0.42393 0.34410 0.54998 -0.350
C -1.81781 -0.77972 0.30265 -1.317
C 1.71643 0.20255 -0.09237 -0.377
C -0.40971 1.46470 0.14630 -0.479
C 2.05893 -1.22995 -0.15107 0.240
C -0.73106 0.08011 -0.28998 0.317
H 2.47988 0.72603 0.49417 0.331
H 1.74717 0.60338 -1.12165 0.268
H -0.96344 1.93450 0.95644 0.232
H -1.46034 -1.81310 0.37952 0.266
H -0.51026 -0.12081 -1.34231 0.350
H -2.08577 -0.43754 1.30737 0.316
H -0.02575 2.15478 -0.60643 0.262
H -2.71594 -0.76814 -0.32488 0.350
```

***

Entry 11:
The following is a DFT calculation (ωB97M-V/def2-TZVPD) of C5H8N2 as an isolated structure at a distorted geometry.

Its multiplicity is 1. As for the net charge: 0. For the HOMO-LUMO gap, the calculation gives 7.16 eV. Its energy above the lowest of the compared OMol25 structures with the same formula, charge and spin is 5.4545 eV.

Geometry as XYZ:
```
15
Properties=species:S:1:pos:R:3:mulliken_charge:R:1
N 0.42643 -0.06739 -0.67351 -0.398
N -2.91925 0.99252 -0.73070 -0.447
C 1.38917 0.16025 0.47556 -0.305
C -0.30230 -1.49574 -0.31312 -0.747
C -1.80928 1.02113 -0.40453 0.007
C -0.39419 1.02401 -0.00814 0.373
C 0.12207 0.40830 1.26968 -1.081
H -1.34679 -1.39745 -0.61200 0.391
H 2.04571 -0.70555 0.62088 0.318
H 0.05016 2.00126 -0.32207 0.310
H 0.77930 0.15824 -1.63574 0.390
H 0.24890 -2.19679 -0.92636 0.364
H 2.01644 1.04714 0.22014 0.299
H 0.09573 0.91973 2.21344 0.287
H -0.30970 -1.85250 0.73327 0.238
```

***

Entry 12:
The following is a DFT calculation (ωB97M-V/def2-TZVPD) of the molecule C5H8N2 at a distorted geometry.

Its multiplicity is 1. As for the net charge: 0. For the HOMO-LUMO gap, the calculation gives 10.26 eV. Its SMILES is C[C@H]1[C@@H](C#N)N1C. Its energy above the lowest of the compared OMol25 structures with the same formula, charge and spin is 2.1542 eV.

Geometry as XYZ:
```
15
Properties=species:S:1:pos:R:3:mulliken_charge:R:1
N 0.44121 -0.32268 0.31967 -0.100
N 0.75568 2.92780 -0.08245 -0.480
C 0.44980 0.46754 -0.86153 -0.249
C 0.55557 1.87490 -0.51858 0.020
C -2.00155 0.14057 0.05577 -1.366
C 1.58865 -1.00585 0.85416 -0.822
C -0.71635 -0.42543 -0.50533 0.326
H -2.68247 0.45359 -0.74375 0.323
H -1.77776 1.00688 0.68520 0.358
H 2.14768 -1.63324 0.14709 0.321
H 1.33595 -1.58722 1.74499 0.285
H 2.24688 -0.19516 1.19246 0.281
H 1.01914 0.16511 -1.74722 0.378
H -2.51595 -0.60803 0.66663 0.321
H -0.84647 -1.25879 -1.20710 0.404
```